#P
{
  "formula": "C2H2ClN",
  "method": "ωB97M-V with the def2-TZVPD basis set",
  "species": ["C", "C", "N", "Cl", "H", "H"],
  "coordinates": [[-0.594, -1.456, 0.024], [-0.062, -0.400, -0.047], [0.582, 0.741, 0.289], [-0.399, 2.313, 0.357], [-0.896, -2.246, -0.507], [1.369, 1.047, -0.116]],
  "homo_energy_ev": -9.4873,
  "lumo_ha": -0.016,
  "orbital_gap_ev": 9.053,
  "smiles": "C#CNCl"
}

---

#Q
{
  "formula": "C2H2ClN",
  "method": "ωB97M-V with the def2-TZVPD basis set",
  "species": ["C", "C", "N", "Cl", "H", "H"],
  "coordinates": [[-0.752, -0.074, 1.450], [-0.360, -0.184, 0.349], [0.187, 0.286, -1.205], [1.874, 0.567, -1.074], [-1.005, -0.057, 2.454], [0.057, -0.539, -1.974]],
  "homo_energy_ev": -9.8999,
  "lumo_ha": 0.005,
  "orbital_gap_ev": 10.033,
  "smiles": "C#CNCl"
}

---

It is #P that is the most stable of them.

---

#P
{
  "formula": "CH2Cl2FN",
  "method": "ωB97M-V with the def2-TZVPD basis set",
  "species": ["N", "C", "F", "Cl", "Cl", "H", "H"],
  "coordinates": [[-0.105, -0.590, -0.821], [0.283, 0.193, 0.404], [0.249, -0.688, 1.470], [1.782, 0.980, 0.255], [-1.047, 1.424, 0.832], [-0.542, 0.119, -1.407], [-0.620, -1.437, -0.734]],
  "homo_energy_ev": -10.4748,
  "lumo_ha": 0.027,
  "orbital_gap_ev": 11.204,
  "smiles": "NC(F)(Cl)Cl"
}

---

#Q
{
  "formula": "CH2Cl2FN",
  "method": "ωB97M-V with the def2-TZVPD basis set",
  "species": ["C", "N", "F", "Cl", "Cl", "H", "H"],
  "coordinates": [[-0.005, 0.372, 0.257], [0.607, 1.400, 0.671], [0.931, -1.687, 1.827], [2.399, 1.626, 0.635], [-0.114, 2.398, 1.838], [-0.969, -0.022, 0.685], [0.719, -0.058, -0.469]],
  "homo_energy_ev": [-8.5648, -8.5683],
  "lumo_ha": [-0.098, -0.098],
  "orbital_gap_ev": [5.889, 5.893]
}

---

#R
{
  "formula": "CH2Cl2FN",
  "method": "ωB97M-V with the def2-TZVPD basis set",
  "species": ["C", "N", "F", "Cl", "Cl", "H", "H"],
  "coordinates": [[-0.054, -0.105, 0.624], [-0.391, -0.349, -0.667], [0.297, -1.146, 1.303], [-1.264, 1.053, -1.207], [0.804, -0.802, -1.819], [1.298, 0.655, 0.686], [-0.690, 0.693, 1.080]],
  "homo_energy_ev": -9.7016,
  "lumo_ha": -0.009,
  "orbital_gap_ev": 9.453
}

---

It is #P that is the most stable of them.

---

#P
{
  "formula": "C27H17BBrCl5N3NiO4",
  "method": "ωB97M-V with the def2-TZVPD basis set",
  "species": ["Ni", "Cl", "C", "C", "C", "Cl", "C", "Cl", "C", "Cl", "C", "Cl", "O", "C", "O", "C", "C", "C", "C", "C", "C", "N", "C", "C", "C", "C", "C", "C", "N", "H", "H", "H", "H", "H", "H", "H", "H", "H", "H", "Br", "C", "C", "C", "C", "C", "C", "C", "O", "O", "H", "H", "H", "H", "B", "C", "N", "H", "H", "H"],
  "coordinates": [[-0.177, -0.721, 0.560], [-1.728, 0.177, 3.324], [-0.035, -0.221, 3.424], [0.623, -0.633, 2.276], [1.978, -0.918, 2.414], [2.870, -1.424, 1.016], [2.650, -0.804, 3.627], [4.333, -1.160, 3.746], [1.954, -0.386, 4.758], [2.768, -0.224, 6.272], [0.599, -0.089, 4.659], [-0.267, 0.444, 6.053], [5.450, -0.946, -4.021], [4.278, -1.303, -4.596], [4.271, -1.732, -5.717], [3.050, -1.134, -3.764], [1.952, -1.935, -4.058], [0.794, -1.829, -3.311], [0.724, -0.898, -2.277], [1.818, -0.100, -1.963], [2.972, -0.219, -2.716], [-0.448, -0.775, -1.488], [-1.574, -0.731, -2.065], [-2.833, -0.728, -1.305], [-4.048, -0.688, -1.976], [-5.214, -0.741, -1.228], [-5.114, -0.839, 0.148], [-3.849, -0.866, 0.726], [-2.732, -0.806, 0.020], [5.310, -0.745, -3.087], [2.030, -2.653, -4.863], [-0.039, -2.495, -3.494], [1.770, 0.592, -1.128], [3.803, 0.437, -2.480], [-1.652, -0.714, -3.153], [-4.076, -0.623, -3.056], [-6.181, -0.715, -1.714], [-5.994, -0.896, 0.773], [-3.728, -0.945, 1.800], [-1.614, 7.719, 1.762], [-0.961, 5.966, 1.419], [0.383, 5.791, 1.134], [0.851, 4.509, 0.886], [-0.014, 3.422, 0.915], [-1.357, 3.623, 1.208], [-1.840, 4.898, 1.464], [0.528, 2.034, 0.647], [1.738, 1.869, 0.529], [-0.385, 1.141, 0.541], [1.050, 6.641, 1.109], [1.895, 4.328, 0.671], [-2.014, 2.764, 1.240], [-2.883, 5.061, 1.699], [-0.292, -5.337, 0.410], [-0.230, -3.758, 0.513], [-0.228, -2.607, 0.575], [-1.443, -5.617, 0.136], [0.039, -5.790, 1.483], [0.467, -5.670, -0.476]],
  "homo_energy_ev": [-6.2679, -6.2722],
  "lumo_ha": [0.044, 0.044],
  "orbital_gap_ev": [7.469, 7.473],
  "charge": -1
}

---

#Q
{
  "formula": "C27H17BBrCl5N3NiO4",
  "method": "ωB97M-V with the def2-TZVPD basis set",
  "species": ["Ni", "Cl", "C", "C", "C", "Cl", "C", "Cl", "C", "Cl", "C", "Cl", "O", "C", "O", "C", "C", "C", "C", "C", "C", "N", "C", "C", "C", "C", "C", "C", "N", "H", "H", "H", "H", "H", "H", "H", "H", "H", "H", "Br", "C", "C", "C", "C", "C", "C", "C", "O", "O", "H", "H", "H", "H", "B", "C", "N", "H", "H", "H"],
  "coordinates": [[-0.501, -0.083, 1.516], [-3.733, 0.480, 1.645], [-3.197, -1.092, 1.129], [-1.836, -1.385, 1.151], [-1.490, -2.702, 0.858], [0.165, -3.201, 1.022], [-2.425, -3.658, 0.464], [-1.941, -5.261, 0.055], [-3.771, -3.308, 0.399], [-4.945, -4.469, -0.099], [-4.164, -2.023, 0.755], [-5.837, -1.604, 0.730], [4.529, -3.948, -4.579], [3.251, -4.017, -4.122], [2.496, -4.809, -4.611], [2.876, -3.058, -3.042], [3.813, -2.406, -2.251], [3.405, -1.512, -1.273], [2.046, -1.256, -1.086], [1.099, -1.954, -1.837], [1.517, -2.836, -2.812], [1.603, -0.368, -0.085], [2.208, 0.729, 0.049], [1.883, 1.653, 1.148], [2.684, 2.763, 1.383], [2.389, 3.593, 2.450], [1.304, 3.288, 3.251], [0.551, 2.166, 2.948], [0.830, 1.372, 1.920], [4.974, -3.190, -4.183], [4.874, -2.619, -2.333], [4.139, -1.057, -0.624], [0.052, -1.753, -1.664], [0.796, -3.373, -3.412], [3.006, 1.062, -0.620], [3.529, 2.960, 0.737], [3.002, 4.461, 2.654], [1.033, 3.900, 4.100], [-0.304, 1.880, 3.548], [-3.590, 6.401, -3.310], [-2.878, 4.779, -2.615], [-2.466, 3.793, -3.494], [-1.945, 2.615, -2.979], [-1.834, 2.429, -1.608], [-2.262, 3.432, -0.746], [-2.788, 4.615, -1.244], [-1.250, 1.127, -1.080], [-0.947, 0.248, -1.880], [-1.130, 1.109, 0.191], [-2.553, 3.944, -4.562], [-1.616, 1.818, -3.632], [-2.184, 3.264, 0.320], [-3.126, 5.397, -0.578], [0.174, -1.538, 5.841], [-0.015, -1.110, 4.330], [-0.154, -0.798, 3.229], [1.355, -1.764, 5.993], [-0.505, -2.521, 6.024], [-0.195, -0.602, 6.520]],
  "homo_energy_ev": [-6.3074, -6.3080],
  "lumo_ha": [0.044, 0.044],
  "orbital_gap_ev": [7.493, 7.494],
  "charge": -1
}

---

It is #P that is the most stable of them.

---

#P
{
  "formula": "C3H14N2O2",
  "method": "ωB97M-V with the def2-TZVPD basis set",
  "species": ["C", "C", "N", "C", "N", "H", "H", "H", "H", "H", "H", "H", "H", "H", "H", "O", "H", "H", "O", "H", "H"],
  "coordinates": [[1.785, -1.064, 1.949], [1.624, -1.509, 0.494], [0.272, -1.185, 0.034], [-0.944, -0.183, -0.011], [-1.387, 0.104, 1.290], [0.792, -1.049, 2.455], [2.087, 0.028, 1.888], [2.446, -1.817, 2.432], [2.552, -1.203, -0.009], [1.776, -2.591, 0.396], [0.255, -1.427, -0.954], [-1.654, -0.682, -0.682], [-0.587, 0.682, -0.558], [-1.627, -0.763, 1.756], [-0.754, 0.637, 1.864], [-3.184, 1.958, -0.047], [-2.464, 1.374, 0.257], [-3.040, 2.766, 0.456], [0.915, 2.130, -4.062], [0.204, 1.498, -3.934], [0.933, 2.298, -5.015]],
  "homo_energy_ev": -8.3859,
  "lumo_ha": 0.022,
  "orbital_gap_ev": 8.988,
  "smiles": "CCNCN.O.O"
}

---

#Q
{
  "formula": "C3H14N2O2",
  "method": "ωB97M-V with the def2-TZVPD basis set",
  "species": ["N", "C", "C", "C", "N", "H", "H", "H", "H", "H", "H", "H", "H", "H", "H", "H", "H", "O", "H", "H", "O"],
  "coordinates": [[0.173, -0.875, -0.071], [-0.514, -0.241, -1.151], [0.443, 0.519, -2.161], [-0.558, -1.069, -2.293], [0.395, -1.642, 2.852], [-0.446, -1.496, 0.431], [0.381, -0.613, 2.902], [-1.351, 0.413, -0.909], [-0.056, 1.475, -2.260], [1.314, 0.747, -1.536], [0.890, 0.224, -3.121], [0.139, -1.901, -2.288], [-1.205, -0.923, -3.147], [-0.467, -2.158, 2.773], [0.862, -1.995, 3.671], [0.999, 1.694, 2.362], [0.515, -0.195, 0.623], [0.275, 1.087, 2.126], [-0.211, 1.803, 1.040], [-1.097, 2.946, 0.097], [-0.482, 2.200, 0.061]],
  "homo_energy_ev": -7.8996,
  "lumo_ha": -0.047,
  "orbital_gap_ev": 6.632
}

---

It is #P that is the most stable of them.

---

#P
{
  "formula": "C3H14N2O2",
  "method": "ωB97M-V with the def2-TZVPD basis set",
  "species": ["C", "C", "N", "C", "N", "H", "H", "H", "H", "H", "H", "H", "H", "H", "H", "O", "H", "H", "O", "H", "H"],
  "coordinates": [[2.443, -1.060, 0.646], [0.969, -1.169, 0.517], [0.172, -0.345, -0.478], [-0.958, -0.962, -1.311], [-1.941, 0.096, -1.504], [3.010, -1.230, -0.321], [2.861, -1.642, 1.471], [2.748, 0.051, 0.864], [0.686, -2.347, 0.251], [0.512, -1.015, 1.476], [0.733, 0.168, -1.103], [-1.524, -1.813, -0.910], [-0.443, -1.192, -2.310], [-2.270, 0.443, -0.596], [-1.522, 0.885, -1.996], [-3.525, 1.654, 0.784], [-2.560, 1.945, 0.845], [-3.823, 1.590, -0.048], [1.808, 2.073, 1.048], [1.188, 1.293, 1.056], [1.438, 2.575, 1.620]],
  "homo_energy_ev": -8.8007,
  "lumo_ha": 0.022,
  "orbital_gap_ev": 9.405,
  "smiles": "CCNCN.O.O"
}

---

#Q
{
  "formula": "C3H14N2O2",
  "method": "ωB97M-V with the def2-TZVPD basis set",
  "species": ["C", "N", "C", "C", "N", "H", "H", "H", "H", "H", "H", "H", "H", "H", "H", "O", "H", "H", "O", "H", "H"],
  "coordinates": [[-1.021, 1.449, -1.485], [-0.345, 0.421, -0.677], [-0.445, 0.761, 0.723], [0.629, 0.097, 1.634], [0.180, -1.243, 1.986], [-2.025, 1.697, -1.113], [-0.418, 2.381, -1.468], [-1.197, 1.176, -2.520], [-0.639, -0.531, -0.858], [-1.437, 0.508, 1.138], [-0.376, 1.832, 0.955], [0.804, 0.832, 2.485], [1.526, 0.029, 0.999], [-0.552, -1.281, 2.689], [0.945, -1.767, 2.381], [2.265, 1.197, -1.673], [1.423, 0.950, -1.225], [1.990, 1.405, -2.571], [-1.309, -2.452, -0.222], [-0.848, -2.188, 0.604], [-0.864, -3.292, -0.406]],
  "homo_energy_ev": -9.0111,
  "lumo_ha": 0.033,
  "orbital_gap_ev": 9.902,
  "smiles": "CNCCN.O.O"
}

---

It is #Q that is the most stable of them.

---

#P
{
  "formula": "C6H11NO2",
  "method": "ωB97M-V with the def2-TZVPD basis set",
  "species": ["H", "N", "C", "C", "C", "H", "H", "H", "H", "C", "O", "C", "C", "O", "H", "H", "H", "H", "H", "H"],
  "coordinates": [[2.119, -1.701, 1.654], [1.722, -1.912, 0.740], [1.045, -0.959, 0.231], [1.495, 0.656, 0.325], [1.525, 1.386, 1.446], [0.715, -1.229, -0.772], [2.309, 0.817, -0.380], [0.702, 1.328, 2.148], [2.300, 2.115, 1.643], [-1.903, -1.381, 0.320], [-0.827, -0.449, 0.367], [-0.881, 0.952, -0.352], [-0.582, 0.889, -1.827], [-1.724, 1.673, 0.090], [-2.016, -1.785, -0.690], [-2.828, -0.892, 0.627], [-1.689, -2.162, 1.048], [-1.291, 0.218, -2.315], [-0.616, 1.889, -2.256], [0.426, 0.548, -2.045]],
  "homo_energy_ev": -9.1018,
  "lumo_ha": -0.003,
  "orbital_gap_ev": 9.012,
  "smiles": "[H]/N=C\\C=C.COC(C)=O"
}

---

#Q
{
  "formula": "C6H11NO2",
  "method": "ωB97M-V with the def2-TZVPD basis set",
  "species": ["C", "C", "C", "C", "O", "H", "H", "H", "H", "H", "H", "H", "H", "C", "C", "N", "O", "H", "H", "H"],
  "coordinates": [[-0.578, 0.540, -1.592], [-1.079, 1.423, 1.391], [-0.268, -0.739, -2.053], [-0.773, 0.039, 0.858], [-1.610, -0.849, 0.890], [-1.608, 0.848, -1.487], [0.162, 1.328, -1.660], [-0.580, 2.216, 0.839], [-0.802, 1.486, 2.445], [-2.155, 1.565, 1.313], [0.646, -0.866, -2.639], [-1.099, -1.352, -2.401], [0.189, -1.598, -0.829], [1.672, 0.535, 0.787], [0.851, -1.675, 0.422], [0.618, -0.381, 0.861], [2.823, 0.213, 0.655], [1.369, 1.569, 0.982], [0.334, -2.417, 1.021], [1.889, -1.885, 0.197]],
  "homo_energy_ev": -8.9155,
  "lumo_ha": 0.009,
  "orbital_gap_ev": 9.167
}

---

It is #Q that is the most stable of them.